# C5H8O2

The molecule C5H8O2 (ωB97M-V/def2-TZVPD, the Open Molecules 2025 dataset).

As for the structure (SMILES): CCCC(=O)C=O. The charge is 0. The calculation puts the orbital gap at 0.34384 Ha.

```
15
C5H8O2, DFT ωB97M-V/def2-TZVPD
H 1.579 2.608 -0.159
H -1.245 -2.661 1.842
H 0.038 1.507 -1.703
H 2.175 0.958 -0.383
H 0.617 -0.891 -1.028
C 0.028 1.169 -0.661
C -1.175 -2.286 0.801
H 1.293 1.390 1.092
H -1.076 -0.611 -1.319
O -1.566 -2.903 -0.159
O -0.390 -0.306 1.768
C -0.565 -0.883 0.716
H -0.804 1.690 -0.173
C -0.253 -0.333 -0.649
C 1.344 1.553 0.014
```